Density functional theory data (ωB97M-V with the def2-TZVPD basis set) for 8 unconnected molecules or ions with the total composition C28H78N8O10 at a distorted geometry.

Values from the calculation:
- Energy above the lowest of the compared OMol25 structures with the same formula, charge and spin: 130.0 kJ/mol
- Calculated total energy: -62672.7179 eV
- LUMO level: 0.156 eV
- Kohn-Sham gap: 8.68 eV

XYZ file:
```
124
Properties=species:S:1:pos:R:3:forces:R:3:mulliken_charge:R:1
C 4.287460 -2.846976 1.361177 -0.1781 8.0093 2.9879 -2.126
C 2.913460 -2.447976 1.909177 0.4898 1.4811 -0.4071 0.233
C 2.839460 -0.994976 2.385177 -3.4689 -1.1530 4.4539 0.420
O 3.593460 -0.799976 3.550177 1.9564 0.1252 0.8753 -0.520
C 3.472460 0.574024 4.076177 -1.3223 -1.5714 0.3679 -0.425
N 1.798460 -2.838976 0.916177 6.9482 1.6906 -0.7710 0.624
H 2.402460 -2.600976 -0.015823 -4.0465 0.2572 0.9312 -0.208
H 1.875460 -3.773976 1.042177 0.2460 -4.1957 -0.2713 0.603
H 0.897460 -2.691976 1.243177 -2.8137 2.3069 -0.2962 -0.303
H 4.522460 -2.275976 0.521177 0.6803 1.0020 -1.5467 0.389
H 4.361460 -3.749976 1.178177 0.1047 -8.9774 -2.2343 0.816
H 5.119460 -2.743976 2.106177 -1.0447 0.6825 -0.2864 0.349
H 2.856460 -3.150976 2.644177 -1.0137 -1.1873 2.9506 0.810
H 1.821460 -0.531976 2.695177 0.4317 -1.8023 -0.8099 0.043
H 3.054460 -0.332976 1.691177 1.9464 2.9641 -4.0442 -0.325
H 3.494460 1.216024 3.196177 0.9578 0.6635 0.3454 0.113
H 4.157460 0.788024 5.018177 -1.3260 -0.6065 -2.4909 0.271
H 2.383460 0.596024 4.333177 0.7513 0.4526 0.6311 0.243
N -0.359540 -0.322976 0.338177 -2.7559 0.7852 -0.5302 0.629
O -0.402540 -1.104976 1.328177 0.5681 0.0590 -1.6182 -0.675
O -0.013540 0.866024 0.526177 1.1398 -0.7783 -0.7144 -0.874
O -0.905540 -0.600976 -0.811823 1.8768 -0.5914 2.8173 -0.487
C -3.322540 -4.910976 3.647177 4.2773 5.5664 -0.0736 -1.653
C -2.647540 -5.057976 2.267177 -2.5992 -5.9899 3.3696 0.468
C -2.558540 -3.834976 1.517177 0.9652 1.7359 0.2855 -0.148
O -3.778540 -3.424976 1.036177 -2.0031 -0.2152 0.8299 -0.471
C -3.826540 -2.273976 0.272177 2.9844 2.8757 -0.5054 -0.422
N -1.354540 -5.801976 2.576177 -0.5219 0.0753 -6.6089 -0.712
H -2.683540 -4.067976 4.419177 -1.8215 -2.5393 -2.3199 0.189
H -3.498540 -5.753976 4.149177 -0.0991 -3.5964 1.8995 0.598
H -4.234540 -4.516976 3.448177 -2.9346 1.7044 -0.2178 0.430
H -3.417540 -5.965976 1.830177 1.7550 2.8447 0.1788 0.279
H -1.908540 -3.896976 0.714177 1.6889 -0.6015 -1.9630 0.289
H -2.017540 -3.139976 2.190177 -0.6325 0.4769 -0.0602 -0.100
H -4.822540 -1.884976 0.047177 -0.0791 -0.1469 1.0913 0.339
H -3.443540 -2.398976 -0.730823 0.3991 -0.7770 -0.6259 0.310
H -3.008540 -1.428976 0.616177 -2.4118 -1.7146 -0.1388 -0.021
H -1.583540 -6.476976 3.205177 -0.8498 -1.6644 3.4530 0.304
H -1.545540 -6.551976 1.763177 1.9688 2.0634 1.3446 0.315
C 3.626460 -3.179976 -2.303823 -3.9556 -5.7530 0.1530 -2.148
C 2.261460 -2.688976 -2.628823 -2.6861 -3.4791 -0.3525 1.028
C 1.240460 -3.922976 -3.002823 0.7908 4.8714 -0.1713 -1.179
O 1.800460 -4.649976 -4.009823 -0.5390 -0.0755 -1.1947 -0.363
C 0.810460 -5.264976 -4.792823 -0.6136 0.4998 -3.1652 -0.806
N 1.680460 -1.825976 -1.653823 11.7964 -1.7471 3.3044 -0.282
H 4.039460 -3.600976 -3.166823 0.7349 -0.7114 -1.3695 0.624
H 3.627460 -4.059976 -1.534823 -0.3488 1.2430 -1.1283 0.225
H 4.254460 -2.562976 -1.929823 4.0655 4.8402 2.3453 0.596
H 2.239460 -2.136976 -3.496823 0.6223 0.8940 -2.6373 0.663
H 0.259460 -3.454976 -3.243823 0.5680 0.1772 -0.7565 0.312
H 0.927460 -4.399976 -2.156823 0.0007 -2.2971 2.7220 0.676
H -0.082540 -4.688976 -5.326823 1.6473 -0.1254 2.0552 0.248
H 0.440460 -6.102976 -4.281823 -0.9236 -1.1911 0.7201 0.367
H 1.261460 -5.614976 -5.728823 0.5252 -0.2735 0.4340 0.315
H 0.933460 -1.473976 -1.906823 -9.9549 3.8200 -2.9535 0.180
H 2.345460 -1.001976 -1.856823 -1.3306 -0.7280 1.6257 -0.353
C 0.325460 3.522024 3.399177 -0.5226 -0.9792 -3.3901 -1.031
C -0.434540 2.213024 3.786177 -3.9002 6.3560 -1.8995 1.244
C -1.082540 2.453024 5.104177 -3.4762 -5.1179 2.2718 -1.108
O -0.244540 1.931024 6.156177 1.1415 0.4620 0.2273 -0.302
C -0.620540 2.325024 7.471177 3.8612 -1.9883 -2.8408 -1.231
N -1.401540 1.867024 2.696177 2.0330 -1.5037 -0.3087 -0.453
H 0.643460 3.262024 2.174177 -0.1954 1.2276 3.6310 0.002
H 1.143460 3.733024 4.108177 -0.1358 0.1631 -0.6651 0.430
H -0.445540 4.356024 3.335177 1.1818 -0.8166 0.1830 0.364
H 0.192460 1.481024 3.759177 3.8333 -4.6501 0.7534 -0.230
H -2.034540 1.719024 5.205177 1.6935 0.8403 -0.8626 0.311
H -1.713540 3.283024 5.360177 0.9925 1.7456 -0.1527 0.500
H -0.015540 2.080024 8.297177 2.6984 -0.5866 0.2071 0.363
H -1.350540 1.818024 7.840177 -6.1364 -2.6241 1.2914 0.468
H -0.646540 3.292024 7.472177 -1.0944 5.8859 0.3501 0.460
H -1.768540 2.671024 2.288177 -1.3878 2.2051 -0.0976 0.396
H -0.782540 1.638024 1.852177 -0.9519 -0.4563 1.7808 0.023
C -5.584540 5.267024 -1.533823 -2.0782 -2.5466 0.7252 -1.260
C -6.103540 3.834024 -1.937823 -1.5086 1.0260 5.5979 0.112
C -5.490540 2.792024 -0.929823 -1.5400 1.4476 -2.8095 -0.636
O -4.137540 2.797024 -1.109823 0.2711 -1.4388 0.2974 -0.305
C -3.511540 1.875024 -0.211823 -2.0805 1.1375 0.9092 -0.541
N -7.549540 3.568024 -1.784823 0.9188 3.8299 -1.9017 -0.646
H -4.541540 5.255024 -1.675823 1.3805 -0.0600 0.7322 0.268
H -6.026540 5.339024 -0.539823 1.0681 0.2887 0.6817 0.320
H -5.923540 6.149024 -1.976823 -1.0617 0.9912 -1.6430 0.413
H -5.841540 3.607024 -2.852823 1.4863 -1.2460 -4.7826 0.491
H -6.089540 1.882024 -1.157823 1.2301 -0.4242 -0.0166 0.185
H -5.849540 3.079024 0.030177 0.1738 0.4372 1.4207 0.346
H -2.506540 2.006024 -0.505823 1.4373 -0.4985 0.7440 0.174
H -3.901540 0.853024 -0.246823 0.2719 -0.0844 -0.7790 0.240
H -3.873540 2.202024 0.807177 1.3377 -0.1650 -0.4688 0.343
H -8.006540 4.150024 -1.124823 -0.3429 0.2878 0.6454 0.236
H -7.675540 2.640024 -1.633823 -0.8811 -2.9993 0.6938 0.252
C -2.043540 1.076024 -5.488823 1.2282 -0.1934 1.5964 -1.350
C -1.234540 0.347024 -4.238823 -2.2013 2.1985 0.2310 -0.113
C 0.148460 1.010024 -3.838823 -1.9083 1.0703 -4.6272 0.843
O 1.048460 0.717024 -4.905823 -0.3728 -0.6038 -0.3254 -0.433
C 2.382460 1.085024 -4.699823 0.4259 -3.6256 0.9701 -0.645
N -2.172540 0.381024 -3.122823 0.7789 -0.2575 3.1636 -0.636
H -2.051540 2.150024 -5.176823 -0.0504 -0.6517 -0.6186 0.280
H -3.143540 0.769024 -5.694823 2.1968 0.0087 0.6291 0.349
H -1.342540 0.904024 -6.318823 -0.7221 0.4382 -0.2789 0.329
H -1.256540 -0.690976 -4.414823 1.2727 -1.3211 -0.8653 0.503
H 0.595460 0.649024 -3.027823 1.1240 -2.0654 3.9283 -0.627
H 0.088460 2.113024 -3.643823 -0.4479 -0.4760 -0.4972 0.386
H 2.411460 2.080024 -4.924823 0.9743 3.0625 0.3459 0.481
H 2.994460 0.566024 -5.427823 -0.1101 -0.0600 -0.6700 0.360
H 2.868460 0.640024 -3.747823 -1.0911 1.4301 -0.7359 -0.065
H -2.021540 1.248024 -2.618823 -0.6734 1.0601 -0.4877 0.100
H -1.782540 -0.146976 -2.265823 -0.7572 0.1181 -2.2570 0.463
C 4.962460 1.598024 -1.710823 -2.7828 -1.6724 -3.9456 -1.396
C 3.968460 1.622024 -0.600823 -0.3485 0.7276 0.3727 0.490
C 3.614460 3.070024 -0.122823 0.1384 -4.9641 3.1286 -0.585
O 4.750460 3.413024 0.499177 2.9669 2.2258 1.3110 -0.333
C 5.017460 4.789024 0.433177 4.0991 -0.9569 -3.0427 -0.862
N 2.721460 1.014024 -0.988823 4.3886 -1.7688 -4.1650 0.154
H 4.401460 2.162024 -2.559823 1.6343 -0.4115 0.9200 0.195
H 4.979460 0.485024 -2.198823 0.3960 2.4673 1.4607 0.134
H 5.915460 1.975024 -1.438823 0.8027 0.3504 -0.0808 0.447
H 4.543460 1.100024 0.155177 -0.8477 -0.2525 1.0665 0.202
H 2.891460 2.963024 0.748177 -0.4926 0.4261 -1.7072 -0.132
H 3.423460 3.651024 -0.937823 -1.2763 1.8516 -2.1813 0.843
H 6.082460 4.891024 0.781177 -1.3567 0.3523 0.6334 0.277
H 4.274460 5.389024 0.843177 -1.1217 1.2145 1.0276 0.341
H 5.231460 5.080024 -0.681823 -1.0241 -0.2690 1.5024 0.311
H 2.146460 1.037024 -0.292823 -4.2407 -0.8373 6.1646 -0.356
H 2.252460 1.714024 -1.467823 -0.9308 1.5611 -2.4008 0.151
```
Positions in Å, forces in eV/Å.